{"formula": "C9H8FNO2S", "method": "ωB97M-V/def2-TZVPD", "relative_energy_ev": 0.000, "charge": 0, "multiplicity": 1, "orbital_gap_ev": 8.15, "smiles": "O=C=C(F)c1ccccc1.O=CNS", "species": ["O", "C", "C", "F", "C", "C", "C", "C", "C", "C", "H", "H", "H", "H", "H", "O", "C", "N", "S", "H", "H", "H"], "coordinates": [[0.2778, 1.7949, -3.7763], [-0.7076, 1.4406, -3.2297], [-1.6193, 0.8765, -2.4697], [-2.8781, 1.2472, -2.5173], [-1.2991, -0.0846, -1.4089], [-2.3483, -0.7595, -0.8388], [-2.0587, -1.5352, 0.2812], [-0.7358, -1.9328, 0.5388], [0.3542, -1.3899, -0.1873], [0.0653, -0.3781, -1.0866], [-3.3648, -0.5870, -1.1925], [-2.8807, -2.1336, 0.7265], [-0.5350, -2.7102, 1.2723], [1.3079, -1.7115, 0.1114], [0.8107, 0.2434, -1.6803], [2.9382, -0.1853, 2.6750], [2.2408, 0.7389, 3.0208], [1.9055, 1.6161, 2.1234], [2.2884, 1.6453, 0.5059], [1.9397, 0.8853, 4.1375], [1.5512, 2.5491, 2.4484], [2.7476, 0.3705, 0.5462]], "mulliken_charge": [-0.408, 0.572, 0.057, -0.276, 0.648, -0.447, -0.576, -0.320, -0.651, -0.358, 0.376, 0.302, 0.362, 0.530, 0.191, -0.587, 0.188, -0.167, -0.152, 0.291, 0.279, 0.147]}



{"formula": "C20H20ClGeN5NiO4Se", "method": "ωB97M-V/def2-TZVPD", "s_squared": 2.008, "relative_energy_ev": 0.000, "charge": 0, "multiplicity": 3, "orbital_gap_ev": [8.34, 6.88], "species": ["Ni", "O", "C", "O", "C", "C", "Cl", "N", "N", "C", "C", "O", "O", "C", "C", "C", "C", "C", "C", "H", "H", "H", "H", "H", "H", "N", "C", "C", "C", "N", "C", "N", "C", "Ge", "C", "C", "C", "Se", "C", "H", "H", "H", "H", "H", "H", "H", "H", "H", "H", "H", "H", "H", "H"], "coordinates": [[1.4059, 1.6715, -0.8978], [-1.9899, 3.7062, 3.1896], [-1.4443, 2.5834, 3.6224], [-1.7318, 2.0860, 4.6788], [-0.4406, 1.9315, 2.7251], [0.2311, 0.7418, 2.9976], [0.1751, -0.2845, 4.3361], [1.0322, 0.4521, 1.9522], [0.9096, 1.4037, 1.0185], [0.0394, 2.2949, 1.4559], [-0.2799, 3.3923, 0.4654], [-1.0800, 4.2681, 0.7668], [0.3266, 3.2713, -0.6605], [1.8888, -0.6797, 1.7261], [3.2276, -0.5890, 2.0652], [4.0565, -1.6684, 1.7972], [3.5426, -2.8066, 1.1897], [2.1975, -2.8778, 0.8541], [1.3574, -1.8089, 1.1266], [-1.6633, 3.9847, 2.2902], [3.6141, 0.3110, 2.5258], [5.1086, -1.6070, 2.0400], [4.1979, -3.6352, 0.9577], [1.8048, -3.7613, 0.3696], [0.3038, -1.8469, 0.8754], [2.9353, 0.6961, -1.4977], [3.7907, -0.0934, -1.5320], [4.7966, -1.0219, -1.5732], [5.9900, -0.7654, -0.8506], [6.9380, -0.5480, -0.2320], [4.5226, -2.2984, -2.1281], [4.2678, -3.3329, -2.5683], [-4.8419, -0.0114, 0.0649], [-3.4091, -0.6001, -1.1168], [-3.9214, -0.4547, -2.9945], [-2.8352, -2.4181, -0.7031], [-1.8495, 0.5653, -0.7504], [-0.3472, 0.2607, -1.9534], [-0.8443, 1.5470, -3.3239], [-5.7187, -0.6468, -0.0621], [-5.1293, 1.0169, -0.1539], [-4.5292, -0.0661, 1.1079], [-4.7975, -1.0756, -3.1832], [-3.1198, -0.8030, -3.6472], [-4.1742, 0.5728, -3.2576], [-3.6261, -3.1304, -0.9385], [-2.5985, -2.5150, 0.3573], [-1.9535, -2.6879, -1.2860], [-1.4827, 0.3379, 0.2525], [-2.0859, 1.6295, -0.7836], [-1.7827, 1.2389, -3.7746], [-0.0562, 1.5410, -4.0732], [-0.9278, 2.5298, -2.8664]], "mulliken_spin": [1.730, 0.000, -0.003, 0.000, 0.000, -0.010, 0.002, -0.013, 0.065, 0.037, -0.026, 0.006, 0.048, 0.007, -0.001, 0.001, -0.001, 0.001, -0.005, 0.000, 0.000, 0.000, 0.000, 0.000, -0.001, -0.013, 0.015, 0.022, -0.002, 0.008, -0.004, 0.009, 0.002, 0.003, 0.003, 0.002, 0.005, 0.113, -0.002, 0.000, 0.000, 0.000, 0.000, -0.001, 0.000, 0.000, 0.000, -0.001, -0.001, -0.002, 0.005, 0.000, 0.001]}



{"formula": "C5H10O2", "method": "ωB97M-V/def2-TZVPD", "relative_energy_ev": 2.554, "charge": 0, "multiplicity": 1, "orbital_gap_ev": 10.72, "smiles": "C[C@@H]1C=C[C@@H]1O.O", "species": ["C", "C", "C", "C", "C", "O", "H", "H", "H", "H", "H", "H", "H", "H", "O", "H", "H"], "coordinates": [[-1.7208, -0.1751, -0.2083], [-0.6964, 0.0197, 0.9065], [0.1852, 1.2592, 0.8826], [1.3219, 0.5948, 0.6531], [0.6507, -0.7585, 0.7509], [0.6856, -1.6253, -0.3678], [-2.5694, 0.5038, -0.0697], [-2.1038, -1.2014, -0.1958], [-1.2906, 0.0113, -1.1959], [-1.1748, -0.1522, 1.8791], [-0.0300, 2.3068, 1.0785], [2.3634, 0.8846, 0.5378], [0.9303, -1.2975, 1.6666], [1.5506, -2.0551, -0.3821], [0.6340, 0.6036, -2.3809], [0.7202, -0.2054, -1.8498], [0.5438, 1.2869, -1.7048]], "mulliken_charge": [-1.214, 0.189, -0.519, -0.725, 0.022, -0.569, 0.357, 0.296, 0.343, 0.382, 0.376, 0.323, 0.430, 0.300, -0.706, 0.372, 0.345]}



{"formula": "C16H42BaO14", "method": "ωB97M-V/def2-TZVPD", "relative_energy_ev": 1.122, "charge": 0, "multiplicity": 1, "orbital_gap_ev": 5.42, "species": ["Ba", "C", "C", "C", "O", "C", "C", "C", "O", "O", "O", "H", "H", "C", "O", "H", "H", "H", "H", "C", "O", "H", "H", "H", "H", "C", "O", "H", "H", "H", "H", "C", "O", "H", "H", "H", "H", "C", "O", "H", "H", "H", "H", "C", "O", "H", "H", "H", "H", "C", "O", "H", "H", "H", "H", "C", "O", "H", "H", "H", "H", "C", "O", "H", "H", "H", "H", "C", "O", "H", "H", "H", "H"], "coordinates": [[1.9386, 22.1915, -31.3002], [0.2642, 21.6386, -26.8017], [-0.8602, 20.9801, -26.2971], [-1.8257, 20.3096, -27.2367], [-2.8810, 19.7498, -26.8709], [-1.6005, 20.3512, -28.6183], [-0.5027, 20.9963, -29.1564], [0.4989, 21.6743, -28.1821], [1.5495, 22.2097, -28.6957], [-0.1493, 21.0084, -30.3789], [-1.0428, 20.9806, -25.0722], [0.9628, 22.1737, -26.1775], [-2.2776, 19.8857, -29.3210], [-5.8572, 19.8327, -28.9943], [-4.9172, 20.8225, -28.6216], [-6.8066, 20.2980, -29.2536], [-5.5601, 19.2272, -29.8571], [-6.0071, 19.1646, -28.1433], [-4.2156, 20.4134, -28.0809], [-0.3877, 25.2775, -24.6955], [0.9958, 25.6577, -24.7233], [-0.7952, 25.6691, -23.7623], [-0.9124, 25.7916, -25.5092], [-0.4991, 24.1903, -24.7298], [1.3202, 25.3948, -25.6005], [-2.9707, 23.6474, -28.7699], [-4.3656, 23.4612, -28.6129], [-2.5115, 23.3263, -27.8291], [-2.5670, 23.0080, -29.5680], [-2.7229, 24.6737, -29.0416], [-4.5210, 22.5065, -28.7910], [-2.7854, 20.5606, -32.0565], [-1.9082, 19.5036, -31.7647], [-3.4971, 20.8024, -31.2646], [-2.2233, 21.4722, -32.3195], [-3.3002, 20.3531, -32.9960], [-1.2613, 19.7803, -31.0907], [2.3990, 22.4745, -23.8051], [1.4825, 21.4636, -23.4550], [3.2754, 22.3637, -23.1657], [2.7263, 22.3874, -24.8474], [1.9923, 23.4728, -23.6194], [0.6633, 21.4990, -23.9656], [-3.2417, 16.8124, -29.1304], [-2.6450, 16.8496, -27.8565], [-3.2738, 15.8002, -29.5364], [-4.2478, 17.2379, -29.1633], [-2.6168, 17.3452, -29.8646], [-2.6297, 17.7726, -27.5703], [-2.1029, 21.5287, -21.4213], [-1.6907, 20.3751, -22.1242], [-3.1495, 21.4172, -21.1311], [-1.5335, 21.6913, -20.5008], [-2.0544, 22.4097, -22.0727], [-0.7292, 20.3794, -22.1561], [0.7293, 17.5269, -30.2447], [2.0749, 17.5885, -29.8446], [0.1998, 16.6069, -29.9729], [0.0799, 18.3109, -29.8395], [0.7119, 17.5774, -31.3325], [2.2372, 17.4080, -28.9181], [2.7335, 25.3898, -27.8232], [2.2802, 24.3915, -26.9249], [3.8230, 25.3832, -27.8763], [2.2291, 25.2117, -28.7801], [2.4276, 26.4024, -27.5573], [2.1241, 23.5702, -27.4217], [4.0320, 20.1017, -27.5861], [4.6552, 18.8277, -27.4626], [4.8337, 20.8359, -27.6063], [3.4692, 20.1313, -28.5302], [3.3225, 20.3263, -26.7880], [4.0081, 18.1973, -27.1368]], "mulliken_charge": [1.785, 0.031, 0.221, 0.122, -0.881, 0.897, 1.008, 0.626, -1.075, -1.323, -0.696, -0.615, 0.183, -0.780, -0.454, 0.299, 0.251, 0.292, 0.180, -0.404, -0.535, 0.260, 0.260, 0.076, 0.357, -0.137, -0.583, 0.130, -0.127, 0.338, 0.508, -0.325, -0.587, 0.083, 0.135, 0.330, 0.194, -0.423, -0.552, 0.344, 0.076, 0.247, 0.356, -0.305, -0.576, 0.355, 0.121, 0.061, 0.295, -0.536, -0.471, 0.245, 0.284, 0.185, 0.281, -0.416, -0.525, 0.385, 0.116, 0.280, 0.261, -0.694, -0.455, 0.269, 0.196, 0.313, 0.225, -0.342, -0.552, 0.270, 0.189, 0.141, 0.309]}



{"formula": "C22H50BrCl2LuN10", "method": "ωB97M-V/def2-TZVPD", "relative_energy_ev": 0.875, "charge": 2, "multiplicity": 1, "orbital_gap_ev": 9.46, "species": ["Lu", "C", "N", "C", "C", "N", "C", "C", "N", "C", "C", "N", "C", "N", "C", "C", "N", "C", "C", "C", "C", "N", "C", "N", "C", "C", "N", "C", "C", "N", "C", "C", "H", "H", "H", "H", "H", "H", "H", "H", "H", "H", "H", "H", "H", "H", "H", "H", "H", "H", "H", "H", "H", "H", "H", "H", "H", "H", "H", "H", "H", "H", "H", "H", "H", "H", "H", "H", "H", "H", "H", "H", "H", "H", "H", "H", "H", "H", "H", "H", "Cl", "C", "Cl", "H", "H", "Br"], "coordinates": [[0.3465, -0.5783, -0.8827], [3.6873, 3.5456, 1.3813], [4.0525, 2.2733, 0.7803], [5.4696, 2.0558, 0.5161], [3.1525, 1.2066, 0.8043], [2.0975, 1.1856, 0.0062], [1.9723, 2.4207, -0.7910], [1.0767, 2.3077, -2.0022], [-0.1497, 1.4986, -1.8240], [-0.7852, 1.3583, -3.1551], [-1.9753, 0.4118, -3.1163], [-1.7684, -0.6896, -2.1557], [-2.6957, -1.6201, -2.0821], [-2.3361, -2.8767, -1.5768], [-1.6609, -3.8106, -2.4881], [-3.2759, -3.5532, -0.6820], [-3.9880, -1.4223, -2.4323], [-4.8212, -2.5065, -2.9664], [-4.7095, -0.1752, -2.1671], [-1.1388, 2.1070, -0.8836], [-0.8281, 1.9428, 0.5949], [-0.6274, 0.5272, 0.9534], [-0.7781, 0.1778, 2.2134], [-1.0358, -1.1117, 2.5203], [-0.5993, -1.7295, 3.7699], [-1.7957, -1.9793, 1.6323], [-0.6504, 1.0698, 3.2360], [0.4691, 2.0043, 3.2602], [-1.4851, 1.0061, 4.4345], [3.4205, 0.2249, 1.6961], [2.6888, -1.0246, 1.6905], [4.4831, 0.3417, 2.7008], [4.2451, 3.7164, 2.3092], [2.6262, 3.5615, 1.6283], [3.8937, 4.3786, 0.7037], [5.8153, 2.7701, -0.2335], [5.6299, 1.0533, 0.1194], [6.0909, 2.1793, 1.4085], [2.9419, 2.7505, -1.1632], [1.6078, 3.2412, -0.1725], [1.6241, 1.8615, -2.8285], [0.8010, 3.3225, -2.3058], [-0.0253, 1.0198, -3.8495], [-1.1260, 2.3389, -3.5028], [-2.1302, 0.0156, -4.1227], [-2.8575, 0.9967, -2.8861], [-1.0553, -3.2705, -3.2061], [-1.0018, -4.4648, -1.9249], [-2.3869, -4.4301, -3.0248], [-3.8110, -2.8279, -0.0696], [-2.7040, -4.2059, -0.0202], [-3.9995, -4.1795, -1.2088], [-4.2098, -3.3426, -3.2850], [-5.3502, -2.1303, -3.8410], [-5.5567, -2.8445, -2.2361], [-4.2770, 0.3396, -1.3092], [-5.7338, -0.4412, -1.9086], [-4.7413, 0.4964, -3.0243], [-2.0952, 1.6258, -1.0725], [-1.2453, 3.1722, -1.1132], [-1.6821, 2.3545, 1.1373], [0.0315, 2.5518, 0.8606], [-1.4331, -1.9015, 4.4537], [0.1411, -1.1057, 4.2628], [-0.1442, -2.6939, 3.5407], [-2.0962, -1.4399, 0.7432], [-2.6998, -2.3265, 2.1417], [-1.2074, -2.8455, 1.3284], [1.1806, 1.7414, 2.4776], [0.9777, 1.9230, 4.2234], [0.1521, 3.0424, 3.1279], [-2.3208, 0.3308, 4.2717], [-1.8863, 1.9982, 4.6439], [-0.9213, 0.6731, 5.3089], [3.1247, -1.7675, 1.0281], [1.6637, -0.8523, 1.3952], [2.6611, -1.4291, 2.7014], [4.6869, 1.3822, 2.9230], [5.4070, -0.1450, 2.3862], [4.1391, -0.1397, 3.6140], [3.0302, -0.5470, -2.1384], [2.5793, -1.6227, -3.4800], [0.8102, -1.5140, -3.6639], [2.8346, -2.6398, -3.2161], [3.0519, -1.2794, -4.3881], [1.1384, -3.0387, -0.5289]], "mulliken_charge": [0.715, -0.988, 0.565, -1.154, -1.292, 1.045, -0.718, -1.754, 0.866, -1.012, -1.117, 0.775, -0.845, 0.894, -0.979, -1.371, 0.254, -1.233, -1.079, -0.980, -0.773, 0.592, 0.001, 0.545, -1.260, -1.064, 0.412, -0.834, -1.143, 0.583, -0.653, -1.109, 0.369, 0.226, 0.304, 0.354, 0.334, 0.378, 0.585, 0.374, 0.516, 0.234, 0.513, 0.283, 0.350, 0.514, 0.208, 0.298, 0.353, 0.460, 0.314, 0.411, 0.313, 0.437, 0.400, 0.291, 0.421, 0.343, -0.054, 0.511, 0.866, -0.105, 0.342, 0.421, 0.340, -0.031, 0.566, 0.350, -0.094, 0.484, 0.292, 0.344, 0.374, 0.382, 0.263, -0.081, 0.426, 0.343, 0.356, 0.381, 0.054, -0.517, -0.037, 0.407, 0.467, -0.522]}



{"formula": "C2H3F3", "method": "ωB97M-V/def2-TZVPD", "relative_energy_ev": 1.080, "charge": 0, "multiplicity": 1, "orbital_gap_ev": 13.39, "smiles": "FCC(F)F", "species": ["F", "C", "C", "F", "F", "H", "H", "H"], "coordinates": [[-0.4739, 1.9374, -0.0618], [-0.4748, 0.6977, 0.4776], [0.3725, -0.3742, -0.2078], [0.8994, -1.1799, 0.8186], [-0.3037, -1.0985, -1.0759], [-1.5462, 0.4176, 0.4555], [-0.2126, 0.7205, 1.5202], [1.2764, -0.0103, -0.7223]], "mulliken_charge": [-0.269, -0.331, 0.411, -0.280, -0.234, 0.228, 0.290, 0.185]}



What did the third record say?
{"formula": "C5H10O2", "method": "ωB97M-V/def2-TZVPD", "relative_energy_ev": 2.554, "charge": 0, "multiplicity": 1, "orbital_gap_ev": 10.72, "smiles": "C[C@@H]1C=C[C@@H]1O.O", "species": ["C", "C", "C", "C", "C", "O", "H", "H", "H", "H", "H", "H", "H", "H", "O", "H", "H"], "coordinates": [[-1.7208, -0.1751, -0.2083], [-0.6964, 0.0197, 0.9065], [0.1852, 1.2592, 0.8826], [1.3219, 0.5948, 0.6531], [0.6507, -0.7585, 0.7509], [0.6856, -1.6253, -0.3678], [-2.5694, 0.5038, -0.0697], [-2.1038, -1.2014, -0.1958], [-1.2906, 0.0113, -1.1959], [-1.1748, -0.1522, 1.8791], [-0.0300, 2.3068, 1.0785], [2.3634, 0.8846, 0.5378], [0.9303, -1.2975, 1.6666], [1.5506, -2.0551, -0.3821], [0.6340, 0.6036, -2.3809], [0.7202, -0.2054, -1.8498], [0.5438, 1.2869, -1.7048]], "mulliken_charge": [-1.214, 0.189, -0.519, -0.725, 0.022, -0.569, 0.357, 0.296, 0.343, 0.382, 0.376, 0.323, 0.430, 0.300, -0.706, 0.372, 0.345]}